A gas-phase ion, C4H13N3 (charge +2) in a non-equilibrium geometry. Source: OMol25; level of theory: ωB97M-V/def2-TZVPD.

Last columns: bonded neighbours and bond lengths (Å).
CARTESIAN COORDINATES (ANGSTROEM)
1 N -0.154 0.914 -1.721  C2 1.362, H8 1.010, H9 1.081
2 C -0.288 -0.146 -0.875  N1 1.362, C3 1.336, C5 1.544
3 C -1.318 -0.992 -0.964  C2 1.336, N4 1.511, H10 1.074
4 N -2.760 -0.578 -1.136  C3 1.511, H11 1.021, H12 1.043, H13 1.034
5 C 0.929 -0.476 0.016  C2 1.544, C6 1.524, H14 1.253, H15 1.186
6 C 0.859 0.195 1.382  C5 1.524, N7 1.548, H16 1.114, H17 1.060
7 N 2.083 0.788 2.121  C6 1.548, H18 1.108, H19 1.031, H20 1.018
8 H 0.563 1.605 -1.554  N1 1.010
9 H -0.391 0.766 -2.766  N1 1.081
10 H -1.088 -2.039 -1.026  C3 1.074
11 H -2.876 0.348 -1.550  N4 1.021
12 H -3.249 -0.604 -0.214  N4 1.043
13 H -3.254 -1.310 -1.674  N4 1.034
14 H 1.854 0.056 -0.640  C5 1.253
15 H 1.256 -1.615 -0.023  C5 1.186
16 H 0.478 -0.606 2.056  C6 1.114
17 H 0.170 0.999 1.441  C6 1.060
18 H 2.441 -0.009 2.802  N7 1.108
19 H 2.917 1.126 1.617  N7 1.031
20 H 1.829 1.577 2.711  N7 1.018

Summary:
Energy above the lowest of the compared OMol25 structures with the same formula, charge and spin ... 69.9 kcal per mole
LUMO energy ... -6.890 eV
Total energy ... -323.78152 a.u.
F_max ... 5.4 eV/A
SMILES ... N/C(=C\[NH3+])CC[NH3+]
Net charge ... +2